Record 1
{"formula": "C20H58AgNNiO14", "method": "ωB97M-V/def2-TZVPD", "spin_multiplicity": 3, "homo_energy_ev": [-8.544, -8.503], "s2": 2.00, "species": ["Ni", "Ag", "O", "C", "C", "O", "H", "H", "H", "H", "N", "O", "O", "O", "C", "C", "O", "H", "H", "H", "H", "H", "H", "C", "C", "O", "H", "H", "H", "H", "H", "H", "C", "C", "O", "H", "H", "H", "H", "H", "H", "C", "C", "O", "H", "H", "H", "H", "H", "H", "C", "C", "O", "H", "H", "H", "H", "H", "H", "C", "C", "O", "H", "H", "H", "H", "H", "H", "C", "C", "O", "H", "H", "H", "H", "H", "H", "C", "C", "O", "H", "H", "H", "H", "H", "H", "C", "C", "O", "H", "H", "H", "H", "H", "H"], "positions_angstrom": [[0.67969, 0.81888, -0.22835], [3.77191, 0.47312, 0.37688], [2.21583, 1.83572, 0.41514], [1.94905, 2.39694, 1.73557], [0.98907, 1.53346, 2.55833], [-0.04304, 1.01751, 1.67648], [1.61305, 3.40376, 1.65600], [2.89541, 2.30811, 2.28270], [0.57444, 2.13862, 3.43938], [1.55459, 0.71717, 3.03409], [2.48705, -0.16864, -2.61786], [1.44816, 0.32479, -2.09243], [3.60703, 0.18222, -2.21634], [2.36823, -0.98069, -3.49620], [-3.17371, 4.71390, 0.88978], [-2.66947, 3.50501, 1.61594], [-1.69668, 2.93308, 0.83664], [-3.66959, 4.45193, -0.02070], [-2.45245, 5.44502, 0.61782], [-4.03085, 5.05360, 1.50598], [-3.44338, 2.76817, 1.86546], [-2.22898, 3.85235, 2.57394], [-1.14663, 2.25954, 1.28692], [-3.43242, 0.57705, 5.10552], [-2.71340, 0.93095, 3.85294], [-1.59861, 0.15660, 3.67254], [-4.47937, 0.92485, 4.97809], [-3.02398, 1.00407, 5.95308], [-3.52876, -0.50609, 5.30554], [-2.47541, 2.02044, 3.91693], [-3.46874, 0.82975, 3.02643], [-1.08681, 0.44848, 2.87572], [-0.16267, -2.76602, 4.51982], [-0.13467, -2.84728, 2.99514], [0.75388, -1.88836, 2.47263], [-0.33912, -1.74190, 4.84745], [0.88459, -2.93570, 4.88768], [-0.86571, -3.47751, 4.86895], [-1.15326, -2.53513, 2.57592], [0.16483, -3.86474, 2.69544], [0.27950, -1.01630, 2.49896], [-4.01194, 1.06915, -3.80614], [-2.59050, 0.68935, -3.61966], [-2.54089, -0.60927, -3.05257], [-4.46461, 0.27402, -4.43114], [-4.07780, 2.08641, -4.20724], [-4.44328, 0.95254, -2.81838], [-2.01510, 1.46485, -3.01458], [-2.06545, 0.66385, -4.61574], [-1.74827, -1.05992, -3.42025], [5.80671, -1.67547, 2.25437], [6.41179, -0.88880, 1.12069], [5.47825, -0.71723, -0.04302], [6.54693, -1.79998, 3.03500], [5.56676, -2.71810, 1.90215], [5.01859, -1.12266, 2.64054], [7.38289, -1.38348, 0.88422], [6.53208, 0.12699, 1.47858], [5.95422, -0.28038, -0.75073], [2.54086, -3.07616, -0.75139], [1.33876, -2.21033, -0.72458], [1.58048, -1.08582, 0.19687], [2.90065, -3.37093, 0.19762], [3.36585, -2.54020, -1.22281], [2.38114, -4.03253, -1.29649], [0.46938, -2.78660, -0.37000], [0.99175, -1.89120, -1.70834], [1.43210, -1.54305, 1.10030], [-2.68198, -1.96117, -0.15773], [-2.26642, -0.46901, 0.08011], [-1.09753, -0.08366, -0.70641], [-3.50407, -2.17601, 0.50601], [-1.89949, -2.63657, 0.02021], [-3.01443, -2.13157, -1.19159], [-1.97584, -0.38546, 1.14615], [-3.04736, 0.27620, -0.14552], [-1.40784, -0.13487, -1.59512], [-0.28347, 3.94045, -3.21585], [0.47971, 3.36285, -2.06066], [-0.23541, 2.33091, -1.33343], [-0.90816, 3.11892, -3.58542], [0.31433, 4.30783, -4.00320], [-0.91799, 4.82411, -3.01566], [0.76107, 4.12532, -1.29113], [1.43478, 2.91096, -2.39567], [-0.95506, 2.78092, -0.77168], [0.12666, -3.69153, -5.27344], [0.30862, -3.28497, -3.85646], [-0.15052, -1.91234, -3.68897], [0.24047, -4.80017, -5.38999], [0.89085, -3.15671, -5.86495], [-0.83815, -3.40852, -5.60051], [1.33604, -3.38603, -3.52973], [-0.38542, -3.79467, -3.19433], [0.71662, -1.39698, -3.58631]], "atomic_forces_ev_per_a": [[-0.0777, -0.2669, 0.3767], [-0.3501, 0.0889, -0.2624], [-0.4495, 0.8860, 1.4291], [1.0888, -2.0143, -0.3071], [-0.9869, 0.3724, -0.4496], [0.5836, 0.3085, 1.2774], [-0.3164, 0.9176, -0.1953], [-0.0013, 0.8497, 0.0793], [0.2504, -0.6254, -1.1718], [-0.0797, -0.1336, -0.2166], [0.6752, 1.6701, 1.9806], [-0.2514, 0.1697, -0.7484], [-0.0236, 0.0176, -0.0215], [-0.1853, -1.4790, -1.7868], [-2.4093, -0.6168, 0.8271], [0.3165, 0.7242, 0.9464], [1.0761, -0.5416, -1.3281], [-0.1762, -0.5527, -0.8631], [0.7185, 0.7027, 0.4143], [0.6723, 0.7209, -0.2127], [-0.2378, 0.3424, -0.1417], [-0.2030, -0.2026, -0.1790], [0.2556, -0.4520, 0.3011], [-2.2489, -1.3912, -0.7956], [-1.2290, 1.1914, -0.6997], [1.1577, -0.8846, -0.2817], [0.5069, 0.0210, 0.3819], [0.9079, 0.9753, 1.7878], [0.2854, 0.3164, -0.4202], [0.0260, -0.5428, -0.1836], [0.7311, -0.0405, 0.1815], [-0.1405, 0.2669, 0.0676], [2.1340, 0.8046, -0.6881], [-1.8415, 0.5110, 0.2694], [0.2958, 1.1593, -0.0075], [-0.6885, -0.0918, -0.0809], [-0.9216, -0.4665, -0.1812], [-0.5889, -0.5589, 0.8313], [1.0002, -1.0946, 0.5652], [-0.1253, 0.5257, -0.2740], [0.5660, -0.6759, -0.1007], [-0.2023, -0.6714, -0.0077], [1.9952, 0.7370, -1.0572], [0.6654, 0.0256, 0.0493], [-0.0447, 0.8064, 0.0181], [-0.3987, -0.3154, 0.0706], [-0.5763, 0.4670, 0.1483], [-0.7202, -1.0285, -0.3350], [-0.3622, 0.0644, 0.7355], [-0.2091, -0.1216, 0.2404], [0.9697, -1.9078, -1.7074], [0.1688, 0.2404, -0.2942], [1.3888, -1.3871, 1.4573], [0.2839, 0.1474, 0.1310], [-0.2663, 1.0957, 0.4645], [-1.9419, 0.4929, 0.8399], [-0.7592, 0.6486, -0.6396], [0.6977, 0.1743, 0.0271], [0.1645, 0.0473, -0.3002], [0.7745, -0.6840, -1.6817], [-1.1738, 0.0222, 0.7778], [-0.3069, -1.5999, 0.0263], [0.0980, -0.1530, 1.3944], [0.0910, -0.0744, -0.1786], [-0.0656, 0.6751, 0.0613], [0.1359, 0.2004, 0.3462], [0.4722, 0.3905, 0.4473], [0.0238, 0.9654, -1.0414], [-0.9378, 2.1558, -1.0386], [0.7195, -0.7842, 0.3777], [-0.6569, -0.8031, 1.7563], [-0.3387, -0.1868, 0.2884], [1.2942, -0.7579, 0.5113], [0.0127, 0.2188, 0.2997], [-0.1255, 0.2290, -0.6803], [0.0168, -0.5476, 0.1412], [-0.2615, -0.1055, -1.6232], [-1.6521, -0.1169, 0.3938], [1.4090, 0.3524, 1.5854], [-1.1769, 1.5087, 0.0580], [0.0080, 0.3764, -0.2948], [1.1582, -0.0059, -0.9281], [-0.0206, -0.6331, 0.5297], [-0.0986, -0.3324, -0.7157], [-0.6713, 0.0463, 0.1815], [1.0772, -0.8220, -0.6252], [1.5332, -1.0344, -0.4290], [-1.5815, 0.9879, 0.7234], [2.0302, 0.4119, -0.0305], [0.0381, 0.8940, -0.0322], [-0.3955, -0.4011, -0.0737], [-1.0419, 0.2597, -0.4527], [0.1707, -0.0246, 0.2151], [0.2877, -0.7758, 0.1316], [-1.4145, -0.2775, -0.3807]]}

Record 2
{"formula": "C17H25N4O9P2Sr", "method": "ωB97M-V/def2-TZVPD", "homo_energy_ev": [-10.797, -10.533], "relative_energy_ev": 0.0000, "charge": 1, "species": ["Sr", "P", "C", "C", "N", "C", "C", "C", "C", "C", "P", "H", "H", "H", "H", "H", "H", "H", "H", "O", "H", "H", "O", "H", "C", "H", "H", "H", "C", "H", "H", "H", "C", "H", "H", "H", "C", "H", "H", "H", "O", "N", "O", "C", "C", "C", "C", "O", "C", "C", "N", "O", "O", "N", "O", "O", "H", "H"], "positions_angstrom": [[0.24032, 1.21257, -0.27861], [2.59427, -1.39193, -0.36946], [2.45486, -1.64365, -2.10880], [1.19044, -1.58790, -2.75528], [0.07117, -0.99090, -2.18307], [-1.12554, -1.35165, -2.68441], [-1.27933, -2.24985, -3.75231], [-0.15068, -2.71835, -4.44550], [1.08720, -2.28576, -4.01256], [-2.40192, -0.83184, -2.04523], [-2.50948, 0.94824, -1.59349], [2.01766, -2.57272, -4.51957], [-2.28546, -2.54654, -4.05541], [-0.25893, -3.38913, -5.30998], [-3.23195, -1.01059, -2.73945], [-2.60063, -1.38579, -1.11618], [2.60822, 2.51540, -2.89311], [3.30864, -1.39917, -2.76126], [2.03945, 6.46318, -0.93107], [1.88846, 1.86864, -2.89846], [1.21797, 2.28443, -3.41785], [-0.74898, 3.06215, 2.01670], [2.07456, 5.62748, -1.31154], [1.14994, 5.28386, -1.23338], [-3.07165, 1.66757, -3.19180], [-3.99025, 1.17560, -3.54868], [-3.26660, 2.74310, -3.05495], [-2.27519, 1.54899, -3.94030], [-4.13429, 0.85753, -0.74481], [-4.37182, 1.85488, -0.34499], [-4.92794, 0.54975, -1.44578], [-4.07675, 0.14756, 0.09505], [2.61246, -3.19939, 0.04920], [3.62844, -3.61564, 0.00336], [2.19383, -3.27883, 1.05807], [1.96259, -3.72369, -0.66596], [4.38596, -0.90365, -0.30062], [4.54478, -0.43643, 0.68377], [5.07325, -1.75612, -0.41526], [4.58393, -0.15033, -1.07788], [-0.69799, -0.89586, 7.52252], [0.05938, -0.09907, 6.93136], [0.88896, 0.59954, 7.55120], [-0.05104, 0.01209, 5.50119], [-1.03322, -0.74161, 4.83863], [-1.12014, -0.69970, 3.45447], [-0.13657, 0.06320, 2.73644], [0.04414, -0.24238, 1.50903], [0.57469, 1.14287, 3.44395], [0.74503, 0.98092, 4.83593], [0.97614, 2.28878, 2.74200], [1.64513, 3.20716, 3.15644], [0.00434, 2.62522, 1.62026], [-2.26355, -1.18972, 2.74265], [-3.04970, -1.94661, 3.35341], [-2.50881, -0.80438, 1.57071], [-1.74527, -1.34535, 5.37977], [1.44748, 1.65381, 5.35089]], "atomic_forces_ev_per_a": [[0.8117, -1.3504, -1.1986], [0.8797, -0.0644, -0.1968], [0.0141, 1.9712, -1.1029], [-1.0795, -0.2093, -1.1908], [0.4013, -1.0458, -0.1655], [-0.0981, -0.0781, -0.2830], [0.2615, -0.0444, -0.1190], [-0.3383, 0.4254, 0.0042], [0.2804, 0.0183, 0.8077], [0.3051, -0.1929, -0.0915], [-0.9566, -0.2789, -0.4054], [-0.4831, 0.0046, 0.3061], [0.3701, 0.0790, 0.1015], [0.0835, 0.4435, 0.4332], [0.0616, -0.1187, 0.2542], [0.0850, 0.0467, -0.1599], [0.0221, -0.1206, 0.0275], [-0.2274, -0.7236, 0.2613], [0.0116, 2.4570, 1.0910], [0.4892, -0.1658, 1.1203], [-0.7194, 0.3562, -0.8148], [-0.4212, 0.3755, 0.5534], [-1.2870, -3.1068, -0.9952], [1.2377, 0.6165, -0.1123], [0.3601, 0.2937, -0.0649], [0.3556, 0.1289, 0.1578], [0.0322, -0.3594, -0.1299], [-0.2703, 0.0846, 0.0837], [0.0110, 0.2406, 0.4571], [-0.0873, -0.3345, -0.1036], [0.3584, 0.0902, 0.2397], [-0.0455, 0.2980, -0.2800], [-0.3542, 0.1539, 0.6062], [-0.3430, 0.1712, 0.0172], [0.1963, -0.4040, -0.1481], [0.1781, 0.1313, 0.3645], [-0.1719, 0.0261, 0.4951], [0.2197, -0.1597, -0.3506], [-0.2636, 0.3204, -0.0237], [-0.0556, -0.2254, 0.2639], [1.1237, 1.2345, -1.4000], [0.0785, -0.3875, 3.1828], [-1.2435, -0.9819, -1.6759], [0.3966, 0.4278, -1.0731], [-0.0538, 0.0751, -0.1814], [1.1754, 1.4574, 0.9768], [-0.2289, -0.1912, -1.4197], [0.4047, 1.2593, 0.8492], [-1.3877, -1.8207, 1.0973], [-0.4354, 0.4001, -0.7130], [0.4293, -0.8702, -0.6291], [0.0129, 0.4018, 0.1888], [0.5824, 0.1094, 0.4680], [-2.5179, -1.4273, -0.6752], [1.7547, 1.4157, -0.9674], [0.6625, -0.4290, 1.9673], [0.0613, 0.0194, 0.2522], [-0.6386, -0.4427, 0.0434]]}

no.,E (eV)
1,-96873.177
2,-61821.690